Record 1
2 unconnected molecules or ions with the total composition CH6NS, computed with wB97M-V/def2-TZVPD.

```
9
CH6NS (wB97M-V/def2-TZVPD)
S 1.5776 -3.1484 -0.4278
H 2.7357 -2.4831 -0.2970
C -0.3372 1.0958 -0.3022
N -0.8904 0.5747 0.9570
H 0.4990 0.5164 -0.6830
H -0.0261 2.1290 -0.1226
H -1.0861 1.1631 -1.0974
H -1.8914 0.5344 0.8582
H -0.5812 -0.3820 1.1148
```

Lowest unoccupied orbital energy ... 4.086 eV
Molecular weight ... 64.1 g mol⁻¹
Total charge ... -1
HOMO ... -2.48 eV



Record 2
A molecular structure, C25H65BInO10S6 at a distorted geometry, computed with wB97M-V/def2-TZVPD.

```
108
C25H65BInO10S6 (wB97M-V/def2-TZVPD)
C -1.8115 -1.5879 -0.4923
C -1.0894 -2.7075 -1.2567
C -1.6976 -2.8759 -2.6708
C -0.6674 -2.9495 -3.8092
C -0.4608 -1.6257 -4.5680
C -0.3929 -0.3744 -3.6846
C -1.4625 0.7245 -3.9353
In -3.5365 0.1191 -4.4857
C -4.8272 -0.5266 -2.7632
C -5.6340 -1.7014 -3.2246
O -6.5817 -2.1543 -2.1885
C -7.7003 -2.7165 -2.7101
O -7.6751 -3.7012 -3.4353
C -8.9908 -2.0201 -2.3004
C -8.7682 -0.6151 -1.7354
C -4.6524 1.8286 -5.4817
B -6.0116 1.2284 -5.8526
O -7.2357 1.6430 -5.2865
O -6.1044 0.2371 -6.8430
H -1.2792 -1.2960 0.4115
H -2.8251 -1.8978 -0.2406
H -1.9189 -0.6986 -1.1085
H -0.0452 -2.4235 -1.3480
H -1.2085 -3.6179 -0.6733
H -2.4243 -2.0907 -2.8547
H -2.2423 -3.8209 -2.6637
H 0.2796 -3.3429 -3.4448
H -1.0560 -3.6573 -4.5441
H 0.5036 -1.7250 -5.0730
H -1.2030 -1.5419 -5.3541
H 0.5842 0.0808 -3.8514
H -0.4062 -0.6226 -2.6289
H -1.5570 1.2716 -2.9928
H -1.0558 1.4496 -4.6417
H -3.5506 -1.2168 -5.6932
H -4.1757 -0.8576 -1.9558
H -5.4790 0.2667 -2.3997
H -6.2159 -1.4356 -4.1126
H -4.9854 -2.5164 -3.5386
H -9.5853 -1.9365 -3.2049
H -9.4792 -2.6670 -1.5765
H -8.1811 -0.0305 -2.4340
H -8.2472 -0.6669 -0.7864
H -9.7334 -0.1396 -1.5739
H -4.7484 2.6495 -4.7719
H -4.1553 2.1369 -6.3994
H -7.1559 1.6389 -4.3341
H -5.8256 -0.6144 -6.5092
C 2.8287 -1.9675 0.6838
S 2.3176 -0.5501 -0.2977
O 2.6664 -0.8474 -1.7110
C 3.5827 0.5364 0.3627
H 2.1875 -2.8079 0.4199
H 3.8685 -2.2167 0.4691
H 2.7076 -1.7292 1.7399
H 4.5683 0.1141 0.1766
H 3.4250 0.6546 1.4306
H 3.4944 1.5027 -0.1315
C 5.6086 -0.8496 5.0879
S 5.1433 0.6412 4.2112
O 5.4862 0.4132 2.7794
C 6.4414 1.6789 4.9000
H 4.9418 -1.6430 4.7659
H 6.6399 -1.1084 4.8429
H 5.4961 -0.7029 6.1611
H 7.4155 1.2439 4.6742
H 6.2994 1.7648 5.9773
H 6.3618 2.6616 4.4403
C 0.3138 4.1708 0.7313
S -1.1532 3.6802 -0.1878
O -1.2241 2.1983 -0.1054
C -0.5117 4.0830 -1.8117
H 0.1414 3.9419 1.7815
H 1.1744 3.6081 0.3670
H 0.4684 5.2420 0.6026
H 0.3984 3.5085 -1.9920
H -0.3178 5.1540 -1.8605
H -1.2667 3.8016 -2.5439
C 7.7231 -4.6492 8.8097
S 7.6410 -2.9450 8.2449
O 6.2467 -2.7024 7.7951
C 8.6346 -3.1925 6.7673
H 7.1227 -4.7287 9.7131
H 7.3214 -5.3080 8.0399
H 8.7582 -4.9069 9.0333
H 8.1707 -3.9524 6.1383
H 9.6416 -3.4949 7.0545
H 8.6765 -2.2467 6.2317
C 2.9655 -4.2062 5.3387
S 2.4288 -2.8340 4.3072
O 2.2656 -1.6584 5.2015
C 0.7883 -3.4752 3.9615
H 3.9682 -3.9807 5.6986
H 2.2867 -4.3121 6.1848
H 2.9830 -5.1193 4.7434
H 0.2566 -3.6338 4.8994
H 0.8748 -4.4084 3.4050
H 0.2619 -2.7384 3.3578
C 0.9607 8.9825 -0.1717
S -0.5370 8.4970 -1.0388
O -0.6264 7.0160 -0.9432
C 0.0689 8.8696 -2.6882
H 0.8108 8.7831 0.8871
H 1.8027 8.3976 -0.5423
H 1.1370 10.0474 -0.3227
H 0.9722 8.2919 -2.8843
H 0.2709 9.9378 -2.7658
H -0.7072 8.5908 -3.3973
```

Lowest unoccupied orbital energy ... 1.210 eV
Molecular weight ... 843.8 g mol⁻¹
Total charge ... -1
HOMO ... -4.45 eV



Record 3
2 unconnected molecules or ions with the total composition C3H9O3 at a distorted geometry, computed with wB97M-V/def2-TZVPD.

```
15
C3H9O3 (wB97M-V/def2-TZVPD)
C -0.3610 -0.0205 0.8479
C 0.2956 0.8703 -0.2643
O 1.7455 0.4359 -0.4881
C -1.9503 0.0009 0.7814
O -2.5201 -0.4238 1.9103
H -0.0668 -1.0947 0.8926
H -0.0282 0.3250 1.8368
H 0.4870 1.9281 0.0750
H -0.5144 0.9247 -1.0310
H 2.1360 1.1474 0.0474
H -2.2311 -0.7025 -0.0746
H -2.2483 0.9807 0.3574
H 2.2588 -2.0267 -1.7156
H 1.5434 -0.7783 -1.2012
O 1.4538 -1.5666 -1.9740
```

Lowest unoccupied orbital energy ... 3.227 eV
Molecular weight ... 93.1 g mol⁻¹
Total charge ... -1
HOMO ... -2.32 eV



Record 4
A molecular structure, CrH13O7Y at a distorted geometry, computed with wB97M-V/def2-TZVPD.

```
22
CrH13O7Y (wB97M-V/def2-TZVPD)
Y 0.8469 2.1453 0.7084
Cr -0.8856 -1.6247 -0.0088
O 0.1827 0.0712 0.0447
H 0.2629 0.1285 -0.9273
O 0.9812 -2.5335 -0.6390
H 1.7500 -2.1307 -1.0426
H 1.1013 -3.4728 -0.7787
O -0.0446 1.2536 2.7676
H 0.2325 0.3753 3.0283
H -0.8797 1.3849 3.2167
O -2.5516 -0.4008 0.2515
H -3.4271 -0.4029 -0.1355
H -2.3559 0.5247 0.3973
O -1.2002 -1.1982 -1.9956
H -2.0485 -1.3558 -2.4101
H -0.5604 -1.3620 -2.6885
O 0.2945 2.3318 -1.7366
H 0.9536 2.8293 -2.2206
H -0.5339 2.5545 -2.1612
O 2.3641 0.5054 1.9134
H 3.1711 0.1153 1.5775
H 2.3469 0.2616 2.8389
```

Lowest unoccupied orbital energy (spin up / spin down) ... -23.606 / -21.824 eV
Molecular weight ... 266.0 g mol⁻¹
Total charge ... +5
HOMO (spin up / spin down) ... -31.17 / -31.18 eV
2S+1 ... 4



Question: The highest molecular weight belongs to which entry?
Answer: C25H65BInO10S6